Record 1
Here is C47H49BrHfN7SSiTe as an isolated structure in a non-equilibrium geometry from OMol25. Energies are from wB97M-V/def2-TZVPD.

The calculation puts the largest force on an atom at 1.03 eV/Å. Its HOMO-LUMO gap is 0.24334 Ha. Its relative energy (zero: lowest compared OMol25 entry of this formula, charge and spin) is 1.647 eV. Its total charge is +3.

Last column: Mulliken charge in e.
Element x y z (Å)
Hf: -0.038 0.765 -0.067  1.4631
C: -1.501 3.529 -1.003  -0.9677
C: -2.322 3.585 0.279  -0.7737
C: -1.548 3.499 1.559  -0.0579
C: -1.859 4.348 2.612  -1.1771
C: -1.255 4.173 3.843  -0.9197
C: -0.371 3.115 3.995  -1.0625
C: -0.106 2.320 2.905  -0.6623
N: -0.642 2.505 1.679  1.1777
N: -1.420 2.143 -1.569  1.4703
C: -2.779 1.651 -1.919  -2.6446
C: -2.889 0.200 -1.611  0.6684
C: -3.933 -0.565 -2.109  -0.9564
C: -4.016 -1.898 -1.761  -1.1361
C: -3.041 -2.432 -0.926  -0.5954
C: -2.038 -1.609 -0.482  -0.5327
N: -1.951 -0.293 -0.798  1.7788
C: -0.706 2.160 -2.869  -1.7049
C: 0.734 2.501 -2.752  0.5707
C: 1.418 2.877 -3.895  -0.8061
C: 2.747 3.224 -3.797  -0.8493
C: 3.307 3.246 -2.529  -0.9469
C: 2.552 2.862 -1.447  -0.6420
N: 1.263 2.438 -1.521  1.0098
H: -0.487 3.879 -0.829  0.3833
H: -1.946 4.185 -1.757  0.6646
H: -3.040 2.760 0.319  0.2564
H: -2.925 4.492 0.280  0.4657
H: -2.588 5.132 2.460  0.5686
H: -1.486 4.830 4.671  0.4803
H: 0.098 2.902 4.945  0.5905
H: 0.555 1.470 2.997  0.5057
H: -2.969 1.815 -2.981  0.5227
H: -3.548 2.217 -1.398  0.6759
H: -4.664 -0.107 -2.763  0.6118
H: -4.821 -2.517 -2.138  0.5433
H: -3.049 -3.472 -0.633  0.6128
H: -1.251 -2.007 0.148  0.1049
H: -1.201 2.876 -3.532  0.9447
H: -0.821 1.174 -3.332  0.1721
H: 0.898 2.897 -4.844  0.5221
H: 3.324 3.493 -4.672  0.4804
H: 4.324 3.574 -2.366  0.5704
H: 2.997 2.947 -0.475  0.5173
Br: 6.606 2.158 1.896  0.0074
C: 4.821 1.836 1.495  -0.8405
C: 3.828 2.709 1.924  -0.9646
C: 2.517 2.448 1.577  -1.3814
N: 2.130 1.373 0.865  1.6986
C: 3.111 0.540 0.466  0.1855
C: 4.448 0.731 0.743  -0.5697
H: 4.068 3.592 2.499  0.6527
H: 1.760 3.161 1.853  0.7350
H: 2.819 -0.326 -0.102  -0.7854
H: 5.180 0.025 0.374  0.6969
S: 0.987 -1.145 1.987  -0.0994
C: 2.284 -1.185 3.100  -0.2041
N: 2.803 -0.173 3.794  0.2527
C: 3.882 -0.600 4.699  -0.4875
C: 3.987 -2.112 4.393  -0.6123
N: 2.923 -2.306 3.399  -0.1377
H: 2.433 0.759 3.751  0.0530
H: 3.611 -0.407 5.735  0.3625
H: 4.804 -0.070 4.471  0.2916
H: 3.806 -2.726 5.273  0.3337
H: 4.953 -2.381 3.971  0.3248
H: 2.678 -3.187 2.979  0.2160
C: 4.666 -0.255 -4.470  -0.6460
C: 4.897 -0.830 -3.227  -0.8960
C: 3.831 -1.097 -2.381  -0.3188
C: 2.513 -0.783 -2.739  0.8411
C: 2.310 -0.213 -3.996  -0.2023
C: 3.369 0.045 -4.857  -0.8105
Si: 1.083 -1.311 -1.633  0.6905
C: -0.149 -2.329 -2.617  0.7778
C: -0.309 -3.672 -2.255  -0.4837
C: -1.153 -4.516 -2.964  -0.7483
C: -1.859 -4.031 -4.056  -0.6086
C: -1.709 -2.704 -4.441  -0.9644
C: -0.862 -1.868 -3.727  0.0966
H: 5.492 -0.070 -5.145  0.4569
H: 5.904 -1.099 -2.935  0.4777
H: 4.032 -1.599 -1.438  0.5759
H: 1.305 0.007 -4.340  0.1640
H: 3.181 0.458 -5.841  0.5197
H: 1.672 -2.287 -0.682  -0.4231
H: 0.250 -4.074 -1.417  0.4202
H: -1.247 -5.555 -2.675  0.4927
H: -2.508 -4.689 -4.620  0.4438
H: -2.238 -2.330 -5.308  0.4935
H: -0.750 -0.843 -4.070  0.2426
C: -4.106 -0.626 2.051  -0.8624
Te: -2.065 -0.247 2.494  0.3941
C: -1.912 -2.321 2.932  -0.8820
C: -3.340 -2.783 3.103  0.4674
C: -3.616 -4.025 3.672  -0.7507
C: -4.924 -4.446 3.828  -0.6647
C: -5.972 -3.633 3.411  -0.6032
C: -5.706 -2.403 2.838  -0.8409
C: -4.390 -1.972 2.680  0.3885
H: -4.274 -0.616 0.972  0.2352
H: -4.698 0.170 2.500  0.7777
H: -1.301 -2.418 3.826  0.8275
H: -1.405 -2.840 2.119  0.4490
H: -2.803 -4.662 3.999  0.4815
H: -5.132 -5.404 4.285  0.4396
H: -6.996 -3.955 3.545  0.4457
H: -6.523 -1.769 2.515  0.4813


Record 2
Here is a 3-piece molecular cluster, C14H32IN2O overall in a non-equilibrium geometry from OMol25. Energies are from wB97M-V/def2-TZVPD.

The calculation puts the largest force on an atom at 5.89 eV/Å. Its HOMO-LUMO gap is 0.19123 Ha. Its relative energy (zero: lowest compared OMol25 entry of this formula, charge and spin) is 2.974 eV. Its total charge is +1.

Last column: natural (NBO) charge in e.
Element x y z (Å)
I: -2.723 0.665 -3.328  -0.9837
C: -3.180 5.802 -5.282  -0.7376
C: -2.578 5.553 -6.621  0.7186
O: -2.637 6.419 -7.525  -0.4465
N: -1.790 4.182 -6.865  -0.5985
H: -0.801 4.383 -6.848  0.4424
H: -1.878 3.472 -6.152  0.4649
C: -1.971 3.613 -8.313  -0.4287
H: -2.418 5.976 -4.522  0.2749
H: -3.713 4.884 -5.035  0.2668
H: -3.940 6.582 -5.315  0.2816
H: -1.068 3.120 -8.675  0.2410
H: -2.037 4.463 -8.991  0.2498
H: -2.811 2.935 -8.462  0.2562
C: 2.115 -1.764 6.811  -0.6121
C: 2.336 -2.489 5.428  -0.3923
C: 1.748 -1.669 4.300  -0.4442
C: 1.975 -2.205 2.835  -0.1963
N: 0.740 -2.100 1.876  -0.2176
C: -0.360 -2.985 2.471  -0.2175
C: -1.160 -3.664 1.285  -0.4078
C: -0.088 -3.791 0.151  -0.4354
C: 0.967 -2.752 0.448  -0.2069
C: 0.233 -0.644 1.699  -0.1942
C: 1.258 0.314 1.139  -0.4440
C: 0.738 1.659 0.833  -0.6098
H: 2.704 -0.875 7.038  0.2198
H: 2.473 -2.453 7.576  0.2253
H: 1.051 -1.585 6.961  0.2045
H: 1.916 -3.495 5.419  0.1983
H: 3.415 -2.637 5.410  0.2129
H: 2.378 -0.790 4.440  0.2271
H: 0.713 -1.431 4.543  0.2160
H: 2.305 -3.240 2.750  0.2190
H: 2.777 -1.608 2.400  0.2271
H: -0.911 -2.411 3.217  0.2312
H: 0.137 -3.811 2.979  0.2146
H: -1.897 -2.913 0.998  0.2223
H: -1.665 -4.603 1.513  0.2505
H: -0.578 -3.566 -0.797  0.2544
H: 0.371 -4.779 0.106  0.2239
H: 0.921 -1.948 -0.288  0.2415
H: 1.911 -3.296 0.448  0.2285
H: -0.072 -0.322 2.695  0.2211
H: -0.637 -0.771 1.054  0.2316
H: 1.728 0.113 0.176  0.2294
H: 2.065 0.368 1.870  0.2007
H: 0.360 2.133 1.738  0.2081
H: 0.087 1.611 -0.040  0.2401
H: 1.492 2.349 0.453  0.2289


Record 3
Here is an isolated ion of composition C8H8NOS and charge -1 in a non-equilibrium geometry from OMol25. Energies are from wB97M-V/def2-TZVPD.

The calculation puts the largest force on an atom at 4.68 eV/Å. Its HOMO-LUMO gap is 0.22074 Ha. Its relative energy (zero: lowest compared OMol25 entry of this formula, charge and spin) is 0.809 eV. Its total charge is -1.

Last column: natural (NBO) charge in e.
Element x y z (Å)
C: 1.858 1.104 0.187  -0.3736
C: 2.071 -0.242 0.637  -0.1743
C: 0.581 1.332 -0.361  -0.1715
C: 1.133 -1.288 0.524  -0.3600
C: -0.432 0.434 -0.382  -0.1105
C: -0.110 -0.967 -0.136  0.1606
C: -1.790 0.941 -0.814  -0.5129
C: -2.951 0.083 -0.552  -0.1663
N: -1.006 -1.897 -0.560  -0.3866
O: -0.875 -3.157 0.034  -0.6116
S: -3.967 0.360 0.697  -0.1138
H: 2.590 1.820 0.281  0.1886
H: 3.003 -0.566 1.000  0.1744
H: 0.437 2.459 -0.495  0.1776
H: 1.448 -2.277 0.485  0.1920
H: -1.973 1.877 -0.323  0.2216
H: -1.750 0.978 -1.884  0.2189
H: -3.105 -0.798 -1.169  0.2199
H: -0.213 -3.602 -0.545  0.4275


Record 4
Here is C24H20ClF3PTi as an isolated structure in a non-equilibrium geometry from OMol25. Energies are from wB97M-V/def2-TZVPD.

Its spin multiplicity is 2. The calculation puts the largest force on an atom at 3.80 eV/Å. As for the expectation value of S²: 0.755. Its HOMO-LUMO gap (alpha / beta) is 0.21763 / 0.22034 Ha.

Last column: Löwdin spin population.
Element x y z (Å)
C: -0.329 2.101 1.986  0.0116
C: -0.169 2.011 0.523  0.0021
C: -1.261 1.230 -0.013  -0.0003
H: 0.528 2.606 -0.133  0.0010
C: -2.084 0.852 1.121  0.0018
C: -1.490 1.329 2.358  0.0310
H: -1.886 1.203 3.400  0.0107
H: 0.267 2.657 2.737  -0.0003
H: -1.533 1.132 -1.131  0.0006
H: -3.069 0.359 1.080  -0.0003
Ti: -0.040 -0.065 1.659  0.9492
Cl: -0.934 -2.011 1.109  -0.0056
P: 0.726 -0.551 -3.259  0.0019
C: -0.925 -0.201 -3.800  0.0001
C: -1.049 0.619 -4.938  0.0002
H: -0.161 1.122 -5.349  0.0000
C: -2.301 0.713 -5.558  0.0000
H: -2.418 1.304 -6.499  0.0000
C: -3.411 0.039 -4.987  0.0002
H: -4.382 0.082 -5.503  0.0000
C: -3.312 -0.666 -3.754  0.0000
H: -4.215 -1.139 -3.307  0.0000
C: -2.061 -0.754 -3.136  0.0002
H: -1.957 -1.277 -2.190  0.0000
C: 1.876 0.837 -3.305  0.0000
C: 1.421 2.169 -3.135  0.0002
H: 0.369 2.375 -2.928  0.0000
C: 2.313 3.226 -3.333  0.0000
H: 1.967 4.278 -3.298  0.0000
C: 3.672 2.937 -3.616  0.0002
H: 4.369 3.759 -3.785  0.0000
C: 4.151 1.606 -3.658  0.0000
H: 5.223 1.405 -3.864  0.0000
C: 3.250 0.549 -3.468  0.0001
H: 3.583 -0.491 -3.519  0.0000
C: 1.289 -2.201 -3.366  0.0001
C: 1.131 -2.741 -4.655  0.0001
H: 0.596 -2.178 -5.428  0.0000
C: 1.724 -3.970 -4.931  0.0000
H: 1.683 -4.396 -5.966  0.0000
C: 2.382 -4.667 -3.883  0.0001
H: 2.864 -5.629 -4.126  0.0000
C: 2.409 -4.181 -2.544  0.0000
H: 2.886 -4.811 -1.754  0.0000
C: 1.843 -2.928 -2.280  0.0000
H: 1.855 -2.506 -1.282  0.0000
F: 2.935 -0.482 0.337  0.0015
C: 2.308 -0.132 1.512  -0.0050
F: 2.894 -0.879 2.523  -0.0019
F: 2.680 1.202 1.702  0.0007